(1)
{"formula": "C14H23N4O5Sr", "method": "ωB97M-V with the def2-TZVPD basis set", "symbols": ["N", "H", "H", "H", "H", "N", "H", "H", "H", "H", "Sr", "C", "C", "O", "H", "H", "H", "H", "H", "C", "C", "C", "C", "C", "C", "N", "O", "O", "H", "H", "H", "H", "H", "C", "C", "C", "C", "C", "C", "N", "O", "O", "H", "H", "H", "H", "H"], "positions_angstrom": [[14.0351, 10.6829, -16.3997], [13.8346, 11.5397, -15.8741], [15.0124, 10.3939, -16.3343], [13.9567, 10.8996, -17.4300], [13.4594, 9.8783, -16.1372], [12.8215, 11.8504, -21.4378], [13.5958, 12.5068, -21.5755], [11.9754, 12.4175, -21.2682], [13.1191, 11.2061, -20.6461], [12.7073, 11.3292, -22.3127], [15.9870, 9.8301, -19.8697], [11.4787, 9.5912, -18.4266], [12.5742, 9.4729, -19.4425], [13.7209, 10.3057, -19.2503], [11.8124, 9.2912, -17.4300], [10.6562, 8.9435, -18.7316], [11.0476, 10.5902, -18.4927], [12.1036, 9.6964, -20.4129], [12.8539, 8.4133, -19.5608], [6.3266, 13.9122, -22.6895], [6.0192, 13.2707, -21.5084], [7.0416, 12.6634, -20.7987], [8.3454, 12.6862, -21.2722], [8.6342, 13.3273, -22.4592], [7.6251, 13.9534, -23.1748], [9.3801, 11.9002, -20.6528], [10.5649, 12.0386, -21.0110], [9.0603, 11.1344, -19.7755], [5.5656, 14.3881, -23.2972], [5.0603, 13.1951, -21.0164], [6.8237, 12.3031, -19.8017], [9.6444, 13.4927, -22.8086], [7.8874, 14.4501, -24.0964], [7.6576, 8.6167, -14.8510], [8.0924, 9.1967, -16.0283], [7.3412, 10.1757, -16.6404], [6.0693, 10.4578, -16.1964], [5.5953, 9.8345, -15.0553], [6.4023, 8.9712, -14.3599], [5.2667, 11.4710, -16.8588], [4.3995, 12.0084, -16.2141], [5.4220, 11.6277, -18.0625], [8.2265, 7.8917, -14.2854], [9.0352, 8.9408, -16.4972], [7.7017, 10.6439, -17.5492], [4.6203, 10.1460, -14.7007], [6.1202, 8.6210, -13.3762]], "forces_ev_per_a": [[0.7, 0.3, -1.2], [0.0, -0.3, 0.4], [0.0, 0.2, 1.0], [-1.0, -0.5, 0.2], [-0.3, 0.3, 0.0], [2.8, 0.1, -0.5], [-0.1, 0.0, -0.2], [-0.3, -0.3, 0.3], [-0.7, 0.8, -0.3], [-0.3, 0.1, 0.2], [-0.9, -0.2, 0.0], [0.0, 0.3, -0.1], [-0.5, -1.1, -0.9], [2.1, 0.1, -0.2], [-0.3, 0.1, 0.1], [0.1, -0.2, 0.1], [0.1, 0.1, 0.5], [0.1, 0.1, 0.1], [0.3, 0.1, 0.3], [-0.6, 0.3, -1.0], [0.7, -0.4, 0.9], [0.0, 0.0, 1.0], [0.0, -0.2, -0.8], [0.4, 1.1, -0.8], [0.5, -0.4, 0.5], [-1.4, 0.6, 0.8], [-1.2, -0.4, 0.2], [0.5, 0.0, -0.2], [-0.1, 0.0, 0.2], [-0.3, 0.4, -0.5], [0.0, -0.5, -0.1], [0.1, -0.5, 0.0], [-0.2, 0.1, 0.0], [-0.5, 0.0, 0.1], [0.5, 0.0, 0.1], [-0.2, 0.1, -1.3], [0.9, -0.4, 0.8], [-0.8, 1.1, 0.0], [0.6, -0.3, 0.4], [-1.2, -0.4, -0.5], [0.2, 0.2, 0.2], [0.6, 0.2, 0.0], [0.2, 0.0, -0.2], [0.1, -0.1, 0.2], [0.0, 0.1, 0.1], [0.0, -0.2, 0.1], [-0.3, -0.2, -0.2]], "charge": 3, "e_homo_ha": -0.5567, "homo_lumo_gap_ev": 3.3}

***

(2)
{"formula": "C14H23N6OSV", "method": "ωB97M-V with the def2-TZVPD basis set", "symbols": ["V", "N", "C", "S", "N", "N", "C", "C", "C", "C", "C", "C", "C", "O", "H", "H", "H", "H", "H", "H", "H", "N", "C", "C", "C", "N", "C", "C", "N", "C", "H", "H", "H", "H", "H", "H", "H", "H", "H", "H", "H", "H", "H", "H", "H", "H"], "positions_angstrom": [[-0.0966, -0.2990, 0.8658], [-3.4159, -2.4579, -0.9772], [-2.3603, -2.0468, -0.1945], [-2.5689, -0.5178, 0.6411], [-1.3173, -2.8182, -0.1933], [-0.2486, -2.3335, 0.5607], [0.6130, -3.2239, 0.9118], [1.8143, -2.9757, 1.6740], [2.6045, -4.0964, 1.9806], [3.7601, -3.9865, 2.7188], [4.1495, -2.7269, 3.1732], [3.3992, -1.6062, 2.8877], [2.2196, -1.6945, 2.1321], [1.5392, -0.5960, 1.8709], [-4.3182, -2.1029, -0.7079], [-3.3944, -3.4377, -1.2200], [0.4063, -4.2498, 0.6110], [2.2836, -5.0690, 1.6258], [4.3536, -4.8605, 2.9471], [5.0545, -2.6256, 3.7593], [3.6996, -0.6285, 3.2410], [-1.9363, 3.8872, -2.2976], [-2.1554, 2.6338, -1.4342], [-1.5454, 2.8467, -0.0615], [-0.0057, 2.7676, -0.0021], [0.3681, 1.8637, 1.1035], [0.6225, 2.2788, -1.3154], [-0.1194, 1.1485, -2.0363], [0.1120, -0.1237, -1.3276], [-1.6364, 1.4044, -2.1578], [-2.3171, 4.7170, -1.8391], [-2.3946, 3.7839, -3.2047], [-0.9422, 4.0494, -2.4666], [-3.2399, 2.5730, -1.3455], [-1.9605, 2.0408, 0.5479], [-1.9074, 3.7827, 0.3734], [0.3934, 3.7680, 0.1954], [-0.0093, 2.2138, 1.9811], [1.3791, 1.8572, 1.2320], [1.6499, 1.9624, -1.1156], [0.7394, 3.1241, -2.0046], [0.2990, 1.0813, -3.0447], [1.0578, -0.4469, -1.5190], [-0.5068, -0.8547, -1.6782], [-2.1718, 0.5745, -1.6855], [-1.9497, 1.4195, -3.2052]], "forces_ev_per_a": [[-0.3, -0.1, 0.0], [0.0, 0.0, 0.0], [0.0, -0.2, -0.1], [0.1, 0.0, 0.0], [-0.1, 0.1, 0.0], [0.0, -0.1, 0.1], [-0.1, 0.1, -0.1], [0.1, 0.0, 0.0], [0.1, 0.0, 0.0], [0.0, -0.1, 0.0], [0.0, 0.1, 0.0], [0.0, -0.1, 0.0], [-0.1, -0.1, -0.1], [0.2, 0.2, 0.0], [0.0, 0.0, 0.0], [0.0, 0.0, 0.0], [0.0, 0.0, 0.0], [0.0, 0.0, 0.0], [0.0, 0.0, 0.0], [0.0, 0.0, 0.0], [0.0, 0.0, 0.0], [0.0, 0.0, 0.0], [0.0, 0.0, 0.0], [0.0, 0.0, 0.0], [0.0, 0.0, 0.0], [0.0, 0.2, 0.0], [0.0, -0.1, 0.0], [0.0, 0.1, 0.0], [0.1, 0.0, 0.0], [0.0, 0.0, 0.0], [0.0, 0.0, 0.0], [0.0, 0.0, 0.0], [0.0, 0.0, 0.0], [0.0, 0.0, 0.0], [0.0, 0.0, 0.0], [0.0, 0.0, 0.0], [0.0, 0.0, 0.0], [0.0, 0.0, 0.0], [0.0, -0.1, 0.0], [0.0, 0.0, 0.0], [0.0, 0.0, 0.0], [0.0, 0.0, 0.0], [0.0, 0.0, 0.0], [0.0, 0.0, 0.0], [0.0, 0.0, 0.0], [0.0, 0.0, 0.0]], "charge": 1, "e_homo_ha": [-0.3362, -0.3560], "homo_lumo_gap_ev": [5.5, 6.1], "spin_multiplicity": 4}